{
  "formula": "C39H39N7O3PSn",
  "method": "wB97M-V/def2-TZVPD",
  "symbols": ["Sn", "C", "N", "C", "C", "C", "C", "C", "C", "N", "C", "C", "C", "C", "C", "C", "N", "C", "C", "C", "C", "C", "N", "H", "H", "H", "H", "H", "H", "H", "H", "H", "H", "H", "H", "H", "H", "H", "H", "H", "H", "C", "C", "N", "C", "C", "C", "C", "C", "C", "C", "N", "C", "C", "C", "C", "C", "C", "C", "C", "N", "C", "H", "H", "H", "H", "H", "H", "H", "H", "H", "H", "H", "H", "C", "O", "P", "O", "C", "O", "C", "H", "H", "H", "H", "H", "H", "H", "H", "H"],
  "coordinates": [[0.7165, 0.2378, 0.1184], [-1.7059, -2.6284, -1.1332], [-1.9913, -1.7464, 0.0002], [-3.3475, -1.1973, -0.1326], [-3.7516, -0.2095, 0.9399], [-5.0091, -0.3168, 1.5281], [-5.3850, 0.5929, 2.5019], [-4.4935, 1.5912, 2.8567], [-3.2662, 1.6242, 2.2194], [-2.8960, 0.7459, 1.2896], [-1.8535, -2.4552, 1.2627], [-0.4330, -2.7688, 1.7042], [-0.1767, -4.0523, 2.1777], [1.0718, -4.3672, 2.6881], [2.0495, -3.3927, 2.7117], [1.7406, -2.1503, 2.1935], [0.5397, -1.8307, 1.7070], [-1.4734, -1.9487, -2.4683], [-1.5233, -2.7110, -3.6322], [-1.3000, -2.0943, -4.8509], [-1.0335, -0.7320, -4.8773], [-0.9915, -0.0556, -3.6723], [-1.2070, -0.6488, -2.4981], [-2.5104, -3.3699, -1.2679], [-0.7968, -3.1839, -0.8892], [-4.0924, -2.0073, -0.1273], [-3.3906, -0.7025, -1.1053], [-5.6827, -1.1052, 1.2194], [-6.3576, 0.5232, 2.9701], [-4.7427, 2.3245, 3.6109], [-2.5366, 2.3907, 2.4534], [-2.4081, -3.4048, 1.2460], [-2.2961, -1.8161, 2.0305], [-0.9550, -4.8029, 2.1438], [1.2723, -5.3624, 3.0616], [3.0315, -3.5906, 3.1167], [2.4861, -1.3642, 2.1463], [-1.7278, -3.7728, -3.5763], [-1.3400, -2.6655, -5.7687], [-0.8752, -0.2118, -5.8111], [-0.7868, 1.0096, -3.6223], [1.7394, 2.1391, 4.3015], [1.1952, 1.3486, 3.2839], [1.7791, 1.1921, 2.1128], [2.9860, 1.7579, 1.8781], [3.6292, 2.5539, 2.8627], [2.9449, 2.7529, 4.0806], [4.9105, 3.0794, 2.6098], [5.5557, 2.7320, 1.4518], [4.9533, 1.9078, 0.4931], [3.6444, 1.4527, 0.6337], [2.9604, 0.6381, -0.2152], [3.4417, 0.1495, -1.4063], [4.2371, 0.8068, -2.3304], [4.7051, 0.1637, -3.4879], [4.4330, -1.1542, -3.7331], [3.5942, -1.8611, -2.8456], [3.2758, -3.2259, -3.0099], [2.4263, -3.8348, -2.1279], [1.8466, -3.0625, -1.1108], [2.1255, -1.7946, -0.9181], [3.0283, -1.1913, -1.7303], [1.2101, 2.2565, 5.2369], [0.2658, 0.8072, 3.4280], [3.4090, 3.3696, 4.8407], [5.3796, 3.7153, 3.3490], [6.5629, 3.0848, 1.2708], [5.5365, 1.5885, -0.3560], [4.4910, 1.8450, -2.1746], [5.3170, 0.7253, -4.1824], [4.8431, -1.6621, -4.5961], [3.7293, -3.7773, -3.8245], [2.1830, -4.8851, -2.2105], [1.1382, -3.5155, -0.4232], [-1.5401, 4.6902, -1.6078], [-0.3292, 4.8319, -0.8769], [0.4723, 3.5226, -0.2889], [1.5599, 4.3876, 0.5384], [1.1929, 5.1240, 1.6976], [1.4202, 3.0751, -1.5108], [2.3552, 3.9723, -2.1238], [-1.9004, 5.6947, -1.8171], [-2.2952, 4.1455, -1.0339], [-1.3721, 4.1701, -2.5540], [2.1114, 5.5527, 2.0919], [0.7464, 4.4778, 2.4572], [0.4920, 5.9211, 1.4457], [2.5922, 3.5623, -3.1035], [3.2601, 4.0361, -1.5190], [1.9314, 4.9706, -2.2321]],
  "total_energy_ha": -2674.1465,
  "e_above_lowest_kcal_mol": 16.2,
  "charge": 1,
  "homo_ev": -9.105,
  "largest_force_ev_per_a": 1.11,
  "gap_ev": 6.73
}